1.
Below is an isolated ion of composition C4H11N2O2 and charge +1 at a distorted geometry, with properties calculated with ωB97M-V with the def2-TZVPD basis set.

Results
HOMO level = -13.67 eV
SMILES string = NC(=O)C[C@H]([NH3+])CO
energy relative to the best compared isomer or geometry (same formula, charge and spin) = 18.2 kcal/mol
maximum force = 2.60 eV/A

The geometry in ORCA input format:
```
! RIJCOSX wB97M-V def2-TZVPD def2/J DEFGRID3
* xyz 1 1
N 0.844 1.441 2.626
C 0.212 1.265 1.425
O -0.820 1.860 1.173
C 0.879 0.449 0.336
C -0.091 -0.592 -0.183
N 0.565 -1.608 -1.068
C -1.169 0.118 -1.133
O -1.545 -0.828 -2.119
H 0.235 1.846 3.334
H 1.618 0.874 2.930
H 1.824 0.023 0.710
H 1.304 1.191 -0.345
H -0.615 -1.141 0.591
H -0.209 -1.903 -1.696
H 0.927 -2.367 -0.506
H 1.250 -1.247 -1.734
H -0.690 1.013 -1.531
H -2.028 0.397 -0.528
H -2.489 -0.791 -2.282
*
```

2.
Below is an isolated ion of composition C4H11N2OS and charge +1 at a distorted geometry, with properties calculated with ωB97M-V with the def2-TZVPD basis set.

Results
HOMO level = -12.55 eV
SMILES string = NC/C(O)=[NH+]\CCS
energy relative to the best compared isomer or geometry (same formula, charge and spin) = 155.6 kcal/mol
maximum force = 7.55 eV/A

The geometry in ORCA input format:
```
! RIJCOSX wB97M-V def2-TZVPD def2/J DEFGRID3
* xyz 1 1
N -3.068 -0.237 0.250
C -1.991 0.931 0.215
C -0.515 0.556 0.059
O 0.297 1.830 0.099
N 0.275 -0.401 -0.934
C 1.256 -1.381 -0.521
C 2.270 -0.633 0.398
S 3.534 0.390 -0.395
H -3.876 0.149 0.685
H -2.914 -1.245 0.545
H -2.403 1.534 -0.585
H -2.169 1.365 1.219
H 0.205 2.011 1.019
H -0.299 -0.620 -1.724
H 0.591 -2.164 0.099
H 1.785 -1.875 -1.366
H 1.787 0.131 0.835
H 2.641 -1.445 1.039
H 2.593 1.106 -0.933
*
```

3.
Below is an isolated ion of composition C4H11N2S and charge -1 at a distorted geometry, with properties calculated with ωB97M-V with the def2-TZVPD basis set.

Results
HOMO level = -2.28 eV
SMILES string = NCCNCC[S-]
energy relative to the best compared isomer or geometry (same formula, charge and spin) = 28.8 kcal/mol
maximum force = 1.69 eV/A

The geometry in ORCA input format:
```
! RIJCOSX wB97M-V def2-TZVPD def2/J DEFGRID3
* xyz -1 1
N 0.615 -0.734 2.123
C -0.652 0.011 1.958
C -1.115 0.145 0.509
N -0.297 0.980 -0.331
C 0.863 0.548 -1.092
C 0.543 -0.392 -2.251
S 1.900 -0.591 -3.394
H 0.903 -0.997 1.184
H 0.382 -1.625 2.550
H -0.553 1.046 2.316
H -1.449 -0.435 2.557
H -1.226 -0.823 0.018
H -2.148 0.518 0.501
H -0.382 1.939 -0.044
H 1.164 1.448 -1.634
H 1.719 0.238 -0.503
H 0.115 -1.305 -1.800
H -0.383 0.031 -2.670
*
```

4.
Below is an isolated ion of composition C4H11N2S and charge -1 at a distorted geometry, with properties calculated with ωB97M-V with the def2-TZVPD basis set.

Results
HOMO level = -2.35 eV
SMILES string = C[C@H](C[S-])NCN
energy relative to the best compared isomer or geometry (same formula, charge and spin) = 49.2 kcal/mol
maximum force = 5.78 eV/A

The geometry in ORCA input format:
```
! RIJCOSX wB97M-V def2-TZVPD def2/J DEFGRID3
* xyz -1 1
C -0.109 -1.281 1.083
C 0.545 -0.019 0.886
C -0.465 1.053 1.337
S -0.766 1.099 3.155
N 1.085 0.031 -0.432
C 0.043 0.449 -1.410
N -0.054 -0.078 -2.776
H 0.674 -2.141 1.047
H -0.739 -1.357 2.022
H -0.848 -1.516 0.445
H 1.492 -0.050 1.558
H -0.283 2.009 0.831
H -1.421 0.765 0.896
H 1.824 0.658 -0.478
H 0.117 1.552 -1.539
H -0.938 0.162 -1.089
H -0.832 -0.629 -2.741
H 0.676 -0.708 -2.796
*
```

5.
Below is an isolated ion of composition C4H11N2S and charge -1 at a distorted geometry, with properties calculated with ωB97M-V with the def2-TZVPD basis set.

Results
HOMO level = -2.54 eV
SMILES string = CN[C@H](CN)C[S-]
energy relative to the best compared isomer or geometry (same formula, charge and spin) = 34.7 kcal/mol
maximum force = 3.34 eV/A

The geometry in ORCA input format:
```
! RIJCOSX wB97M-V def2-TZVPD def2/J DEFGRID3
* xyz -1 1
C 2.669 0.442 -1.045
N 1.639 0.916 -0.151
C 0.323 0.198 -0.138
C -0.546 0.977 -1.122
N -1.850 0.248 -1.386
C -0.207 0.064 1.251
S -1.123 -1.489 1.488
H 2.261 -0.104 -1.899
H 3.329 1.290 -1.368
H 3.326 -0.238 -0.491
H 1.874 1.492 0.631
H 0.415 -0.767 -0.673
H -0.294 1.209 -2.168
H -0.723 1.925 -0.589
H -2.258 0.155 -0.450
H -1.682 -0.747 -1.534
H -0.822 0.954 1.563
H 0.666 0.183 1.925
*
```

6.
Below is an isolated ion of composition C4H11N2S and charge +1 at a distorted geometry, with properties calculated with ωB97M-V with the def2-TZVPD basis set.

Results
HOMO level = -13.46 eV
SMILES string = C=C([NH3+])CNCS
energy relative to the best compared isomer or geometry (same formula, charge and spin) = 47.5 kcal/mol
maximum force = 3.44 eV/A

The geometry in ORCA input format:
```
! RIJCOSX wB97M-V def2-TZVPD def2/J DEFGRID3
* xyz 1 1
C 2.407 -0.653 -0.801
C 1.276 -0.426 -0.161
N 0.365 -1.305 0.456
C 0.791 1.010 0.064
N -0.560 0.947 0.603
C -1.761 0.830 -0.271
S -2.463 -0.866 -0.426
H 2.913 -1.562 -0.880
H 2.923 0.278 -0.956
H 0.685 -1.824 1.317
H 0.038 -2.020 -0.124
H -0.396 -0.626 0.807
H 1.405 1.443 0.838
H 0.653 1.506 -0.966
H -0.736 1.633 1.311
H -2.634 1.362 0.173
H -1.407 1.015 -1.312
H -3.499 -0.742 0.328
*
```

For each record above, in turn, the calculated E_LUMO values are -3.44; -7.35; 3.47; 3.79; 3.76; -3.25 eV.